Model i:
A cluster of 2 separate species, C3H9OS in total, computed with ωB97M-V with the def2-TZVPD basis set.

Each line ends with the natural charge from an NBO analysis.
Atoms and positions in Å:
C  -2.27  1.06  1.70  -0.19
O  -1.76  0.42  0.61  -1.00
H  -2.54  0.37  2.57  0.07
H  -1.58  1.74  2.20  0.08
H  -3.24  1.61  1.41  0.08
C  1.53  0.91  0.02  -0.81
S  1.48  -0.69  -0.73  0.12
C  -0.19  -1.22  -1.14  -0.74
H  2.05  1.71  -0.58  0.20
H  2.10  0.59  0.97  0.21
H  0.52  1.21  0.39  0.30
H  -0.70  -1.17  -0.20  0.28
H  -0.68  -0.51  -2.09  0.21
H  0.00  -2.36  -1.40  0.20

Output
* net charge: -1

=====

Model ii:
A cluster of 2 separate species, C3H9OS in total, computed with ωB97M-V with the def2-TZVPD basis set.

Each line ends with the natural charge from an NBO analysis.
Atoms and positions in Å:
C  -1.03  0.50  1.92  -0.61
C  0.17  0.56  0.95  -0.41
C  0.24  -0.54  -0.09  -0.52
S  1.93  -0.77  -0.78  -0.75
H  -1.25  1.51  2.26  0.19
H  -0.87  -0.15  2.76  0.19
H  -1.94  0.10  1.45  0.19
H  0.13  1.51  0.42  0.19
H  1.07  0.53  1.57  0.20
H  -0.44  -0.34  -0.92  0.18
H  -0.11  -1.51  0.30  0.17
H  0.54  -1.20  -3.20  0.48
H  1.11  0.11  -3.02  0.49
O  0.46  -0.32  -3.61  -0.99

Output
* net charge: -1

=====

Stability summary: most stable model ii, least stable model i.

=====

Model i:
A cluster of 2 separate species, CH4IN2 in total, computed with ωB97M-V with the def2-TZVPD basis set.

Each line ends with the natural charge from an NBO analysis.
Atoms and positions in Å:
C  0.67  0.24  -0.08  0.22
N  -0.98  -1.33  -0.01  -0.68
N  0.00  1.32  0.15  -0.70
I  2.61  0.02  -0.54  0.52
H  -1.20  -1.44  -1.00  0.37
H  -0.77  -2.20  0.52  0.39
H  -0.92  1.34  0.52  0.46
H  0.59  2.06  0.43  0.43

Output
* net charge: +1

=====

Model ii:
A cluster of 2 separate species, CH4IN2 in total, computed with ωB97M-V with the def2-TZVPD basis set.

Each line ends with the natural charge from an NBO analysis.
Atoms and positions in Å:
C  1.00  -0.16  0.22  0.78
N  1.08  1.07  0.39  -0.78
N  0.71  -1.28  0.14  -0.45
I  -2.80  0.29  -0.20  -0.11
H  -2.63  -0.93  -1.30  0.12
H  1.21  1.48  1.30  0.48
H  0.60  1.72  -0.33  0.49
H  0.82  -2.18  -0.21  0.47

Output
* net charge: +1

=====

Stability summary: most stable model ii, least stable model i.

=====

Model i:
A cluster of 2 separate species, C4H14N in total, computed with ωB97M-V with the def2-TZVPD basis set.

Each line ends with the natural charge from an NBO analysis.
Atoms and positions in Å:
C  -4.31  -0.14  -2.46  -0.61
C  -3.98  -1.14  -1.36  -0.60
H  -3.75  -0.09  -3.32  0.21
H  -4.37  0.84  -1.97  0.20
H  -5.28  -0.25  -2.84  0.21
H  -3.12  -0.81  -0.87  0.18
H  -4.82  -1.31  -0.60  0.21
H  -3.69  -2.11  -1.70  0.20
C  3.39  -0.73  1.45  -0.43
N  2.56  0.35  0.77  -0.50
C  2.33  1.62  1.62  -0.42
H  3.76  -1.44  0.58  0.25
H  4.33  -0.21  1.97  0.25
H  2.79  -1.20  2.21  0.24
H  1.86  -0.10  0.17  0.45
H  3.17  0.75  0.14  0.42
H  1.89  2.30  0.90  0.24
H  3.23  1.98  2.07  0.25
H  1.48  1.49  2.39  0.25

Output
* net charge: +1

=====

Model ii:
A cluster of 2 separate species, C4H14N in total, computed with ωB97M-V with the def2-TZVPD basis set.

Each line ends with the natural charge from an NBO analysis.
Atoms and positions in Å:
C  -0.92  -2.42  -0.70  -0.61
C  -0.26  -1.79  -1.92  -0.60
H  -0.31  -2.33  0.21  0.19
H  -1.12  -3.48  -0.77  0.23
H  -1.90  -2.00  -0.48  0.20
H  0.17  -0.83  -1.61  0.16
H  0.54  -2.42  -2.27  0.22
H  -0.97  -1.59  -2.71  0.22
C  -0.79  1.29  1.12  -0.43
N  0.47  2.08  1.12  -0.48
C  1.64  1.34  0.57  -0.42
H  -1.60  1.89  1.53  0.24
H  -1.10  1.04  0.15  0.24
H  -0.66  0.41  1.74  0.24
H  0.68  2.31  2.09  0.44
H  0.35  2.99  0.66  0.44
H  1.78  0.40  1.10  0.24
H  2.53  1.96  0.66  0.24
H  1.47  1.13  -0.48  0.24

Output
* net charge: +1

=====

Stability summary: most stable model ii, least stable model i.